(1)
The following is a DFT calculation (wB97M-V/def2-TZVPD) of a cluster of 2 separate species, C5H10O2 in total.

Calculated values
orbital gap = 10.2 eV
energy relative to the best compared isomer or geometry (same formula, charge and spin) = 187.35 kJ/mol
calculated total energy = -346.95408 hartree

CARTESIAN COORDINATES (ANGSTROEM)
1 O 0.50924 -2.18241 -0.73610
2 O 2.82312 -0.25788 -0.52130
3 C -2.46802 -0.27093 -0.11872
4 C -1.19796 0.53293 -0.23505
5 C 1.14174 1.16624 0.44138
6 C 2.46396 0.41603 0.41819
7 C -0.09953 0.30658 0.48959
8 H -3.22710 0.29327 0.43741
9 H 1.32658 -1.68032 -0.87232
10 H -2.30741 -1.21749 0.40934
11 H -0.08667 -0.53784 1.17602
12 H -1.19115 1.33998 -0.97087
13 H 1.15504 1.80121 1.33164
14 H -0.15122 -1.53876 -1.02158
15 H 1.09409 1.80971 -0.44852
16 H -2.89913 -0.50914 -1.09889
17 H 3.11443 0.52882 1.31978

=====

(2)
The following is a DFT calculation (wB97M-V/def2-TZVPD) of a structure of composition C5H10O2 in a non-equilibrium geometry.

Calculated values
orbital gap = 10.8 eV
energy relative to the best compared isomer or geometry (same formula, charge and spin) = 269.29 kJ/mol
calculated total energy = -346.92287 hartree

CARTESIAN COORDINATES (ANGSTROEM)
1 O 0.73367 -0.93664 -1.56917
2 O 0.12079 -0.62650 1.20478
3 C 0.57787 0.35579 -1.01745
4 C -1.26271 -0.91128 1.53467
5 C -1.69088 -0.44602 0.11167
6 C -0.34653 0.30772 0.19292
7 C 1.92696 0.98479 -0.67006
8 H 2.58753 0.96261 -1.54217
9 H 2.41017 0.43249 0.14489
10 H 1.80932 2.02605 -0.34844
11 H -1.69973 -1.12782 -0.75093
12 H -1.74476 -0.21798 2.32335
13 H -2.61131 0.12866 0.16995
14 H -0.45459 1.30198 0.65498
15 H 0.08159 0.95171 -1.79487
16 H -1.51073 -1.69284 2.20964
17 H 1.07335 -1.49271 -0.85377

=====

(3)
The following is a DFT calculation (wB97M-V/def2-TZVPD) of an isolated molecule of C5H10O2.

Calculated values
orbital gap = 10.7 eV
energy relative to the best compared isomer or geometry (same formula, charge and spin) = 127.79 kJ/mol
calculated total energy = -346.97676 hartree

CARTESIAN COORDINATES (ANGSTROEM)
1 O 0.32420 1.02204 -0.56580
2 O 2.78816 -0.25862 -0.73417
3 C 1.74053 -0.80324 0.03136
4 C 0.38284 -0.40930 -0.52422
5 C -0.83372 1.49740 0.10636
6 C -1.77911 0.30220 0.23456
7 C -0.80057 -0.86900 0.33103
8 H -2.43782 0.38370 1.10668
9 H -1.25810 2.32054 -0.47819
10 H 1.79651 -0.47686 1.08480
11 H -0.55505 1.89206 1.09298
12 H -0.47869 -1.01533 1.37018
13 H -2.40000 0.21220 -0.66396
14 H -1.22313 -1.81251 -0.02429
15 H 2.58086 0.68312 -0.82087
16 H 0.30013 -0.77508 -1.55778
17 H 1.85296 -1.89332 0.01134

=====

(4)
The following is a DFT calculation (wB97M-V/def2-TZVPD) of an isolated molecule of C5H10O2.

Calculated values
orbital gap = 10.9 eV
energy relative to the best compared isomer or geometry (same formula, charge and spin) = 112.24 kJ/mol
calculated total energy = -346.98268 hartree

CARTESIAN COORDINATES (ANGSTROEM)
1 O 2.79378 -0.80674 0.73968
2 O 0.40137 -1.41128 -0.60477
3 C 0.10492 -0.17574 0.00903
4 C -1.17639 0.36359 -0.61146
5 C 1.26197 0.81094 -0.16690
6 C -2.38222 -0.53295 -0.35368
7 C 2.53882 0.35239 0.48347
8 H -3.28022 -0.12523 -0.82914
9 H 1.00191 1.80709 0.21340
10 H -1.36174 1.37113 -0.21576
11 H -2.20281 -1.53642 -0.74908
12 H -2.58177 -0.62228 0.72094
13 H 1.47678 0.93441 -1.23898
14 H -0.05534 -0.31765 1.09291
15 H -1.00822 0.46673 -1.69160
16 H 3.27399 1.14386 0.72820
17 H 1.20461 -1.73915 -0.17074

=====

(5)
The following is a DFT calculation (wB97M-V/def2-TZVPD) of an isolated molecule of C5H10O2.

Calculated values
orbital gap = 10.8 eV
energy relative to the best compared isomer or geometry (same formula, charge and spin) = 138.66 kJ/mol
calculated total energy = -346.97262 hartree

CARTESIAN COORDINATES (ANGSTROEM)
1 O 1.71464 -0.86388 -0.39726
2 O -0.17437 1.06513 1.54747
3 C 0.36823 -1.30588 -0.32660
4 C -0.44769 -0.05453 -0.62452
5 C 1.76776 0.44488 0.15087
6 C 0.32087 0.98084 0.22015
7 C -1.93682 -0.15383 -0.33316
8 H -0.27924 0.19406 -1.68223
9 H 2.40965 1.06928 -0.47999
10 H 0.12003 -1.68877 0.68033
11 H 2.22547 0.42621 1.15650
12 H -2.38996 -0.97030 -0.90698
13 H 0.23494 1.98556 -0.20867
14 H 0.23614 -2.11342 -1.05164
15 H 0.39960 0.54878 2.12376
16 H -2.10948 -0.33543 0.73132
17 H -2.45977 0.77131 -0.59934

=====

(6)
The following is a DFT calculation (wB97M-V/def2-TZVPD) of an isolated molecule of C5H10O2.

Calculated values
orbital gap = 10.6 eV
energy relative to the best compared isomer or geometry (same formula, charge and spin) = 176.97 kJ/mol
calculated total energy = -346.95803 hartree

CARTESIAN COORDINATES (ANGSTROEM)
1 O -2.17878 -1.25014 -1.18886
2 O 0.35848 0.46618 0.41373
3 C 2.27117 -0.82206 -0.36524
4 C -1.69073 1.64208 0.37720
5 C 1.11466 -0.72165 0.63609
6 C -1.35317 -0.38627 -1.01898
7 C -1.03551 0.26951 0.31856
8 H 1.48558 -0.69779 1.66865
9 H -1.33651 2.25861 -0.45589
10 H 3.25172 -0.72715 0.11809
11 H -0.74374 0.02312 -1.85651
12 H -1.41537 -0.38069 1.12080
13 H 2.25133 -1.76820 -0.91575
14 H -1.41481 2.13993 1.31109
15 H -2.78042 1.56054 0.31940
16 H 0.46719 -1.60416 0.54853
17 H 2.18458 -0.01209 -1.09057

=====

(7)
The following is a DFT calculation (wB97M-V/def2-TZVPD) of an isolated molecule of C5H10O2.

Calculated values
orbital gap = 10.8 eV
energy relative to the best compared isomer or geometry (same formula, charge and spin) = 119.71 kJ/mol
calculated total energy = -346.97984 hartree

CARTESIAN COORDINATES (ANGSTROEM)
1 O -0.22873 -1.83994 -0.51767
2 O 0.01896 1.10739 -0.70317
3 C 2.06129 -0.12380 -0.50515
4 C 0.77339 0.28145 0.17789
5 C -1.54980 -0.10345 0.59721
6 C -0.20893 -0.85765 0.49897
7 C -1.26711 1.23675 -0.11619
8 H 2.68307 -0.72108 0.16890
9 H -0.36856 -1.36902 -1.35187
10 H 0.05296 -1.38772 1.41889
11 H 1.84889 -0.72598 -1.39203
12 H -2.32941 -0.69058 0.10362
13 H -1.27164 2.06986 0.60279
14 H -1.85440 0.04998 1.63612
15 H -1.97334 1.47174 -0.91653
16 H 2.62275 0.76369 -0.80985
17 H 0.99062 0.83838 1.10809

=====

(8)
The following is a DFT calculation (wB97M-V/def2-TZVPD) of an isolated molecule of C5H10O2.

Calculated values
orbital gap = 10.9 eV
energy relative to the best compared isomer or geometry (same formula, charge and spin) = 125.09 kJ/mol
calculated total energy = -346.97779 hartree

CARTESIAN COORDINATES (ANGSTROEM)
1 O -0.86305 -1.61477 1.19486
2 O 0.14045 -1.02293 -1.35301
3 C 2.08366 -0.16271 -0.18342
4 C 0.75591 0.15242 -0.86350
5 C -0.15690 0.98034 0.08582
6 C -1.72850 -0.77703 1.04702
7 C -1.59197 0.46793 0.20906
8 H 2.59866 0.75632 0.11782
9 H -2.24638 1.23496 0.63962
10 H -2.70387 -0.91710 1.55267
11 H 1.90146 -0.75868 0.71944
12 H 0.02597 -1.60868 -0.58804
13 H -1.99820 0.22287 -0.78203
14 H -0.19032 2.01613 -0.26983
15 H 0.28804 1.01472 1.08849
16 H 0.94783 0.74738 -1.76376
17 H 2.73721 -0.73117 -0.85121

=====

(9)
The following is a DFT calculation (wB97M-V/def2-TZVPD) of a cluster of 2 separate species, C5H10O2 in total.

Calculated values
orbital gap (alpha / beta) = 8.8 / 8.8 eV
energy relative to the best compared isomer or geometry (same formula, charge and spin) = 626.09 kJ/mol
calculated total energy = -346.78697 hartree

CARTESIAN COORDINATES (ANGSTROEM)
1 O 0.95426 -1.12722 -0.56709
2 O -1.33028 -1.19622 0.02068
3 C -2.20171 -0.33484 -0.69360
4 C -0.01725 -0.00108 0.97440
5 C 1.30615 0.01766 1.63479
6 C 1.42426 0.15653 -0.85407
7 C 1.03836 0.89008 0.40890
8 H 1.29150 0.48988 2.61800
9 H 2.03191 -0.77999 1.51768
10 H 0.93391 0.63206 -1.72416
11 H -1.64275 0.37437 -1.31747
12 H -2.79810 0.22075 0.03792
13 H -0.91665 0.30115 1.49028
14 H 0.98009 1.97729 0.50578
15 H -0.44424 -1.36525 -0.51084
16 H 2.50693 0.14757 -1.06386
17 H -2.89649 -0.89416 -1.33458

=====

(10)
The following is a DFT calculation (wB97M-V/def2-TZVPD) of an isolated molecule of C5H10O2.

Calculated values
orbital gap = 10.8 eV
energy relative to the best compared isomer or geometry (same formula, charge and spin) = 245.42 kJ/mol
calculated total energy = -346.93196 hartree

CARTESIAN COORDINATES (ANGSTROEM)
1 O -1.59219 0.62284 -1.89872
2 O 1.02087 0.35441 -0.57144
3 C 2.34655 0.49169 -0.10016
4 C 0.37018 -0.69068 0.08568
5 C -1.11961 -0.68325 0.12788
6 C -1.94531 0.39637 -0.55242
7 C -0.32300 -0.41142 1.38570
8 H 0.85848 -1.65819 -0.04773
9 H -1.55288 -1.67820 0.05934
10 H -0.29005 0.62270 1.72442
11 H 2.82508 1.28832 -0.67296
12 H -1.93440 1.32970 0.03083
13 H -0.64485 0.82114 -1.90618
14 H 2.91106 -0.44220 -0.24203
15 H 2.36218 0.74566 0.96908
16 H -2.98040 0.04568 -0.56853
17 H -0.31172 -1.15454 2.17724

=====

(11)
The following is a DFT calculation (wB97M-V/def2-TZVPD) of an isolated molecule of C5H10O2.

Calculated values
orbital gap = 10.2 eV
energy relative to the best compared isomer or geometry (same formula, charge and spin) = 226.94 kJ/mol
calculated total energy = -346.93900 hartree

CARTESIAN COORDINATES (ANGSTROEM)
1 O -2.32854 0.66009 0.63137
2 O 1.83756 -0.12216 1.32130
3 C -2.03645 -0.10070 -0.54546
4 C 1.86643 -0.36619 -0.07496
5 C 0.47588 -0.82229 -0.48955
6 C -0.55194 0.29921 -0.50990
7 C -0.93831 0.97373 0.81898
8 H -0.77046 2.05643 0.87589
9 H 2.14428 0.54460 -0.62964
10 H -2.21271 -1.17614 -0.39394
11 H 0.16080 -1.60488 0.21337
12 H -2.62091 0.23736 -1.40999
13 H -0.29625 1.02829 -1.28803
14 H 0.53094 -1.28535 -1.48367
15 H 2.65042 0.32519 1.57803
16 H 2.60651 -1.14270 -0.32277
17 H -0.51725 0.49549 1.70897

=====

(12)
The following is a DFT calculation (wB97M-V/def2-TZVPD) of an isolated molecule of C5H10O2.

Calculated values
orbital gap = 10.4 eV
energy relative to the best compared isomer or geometry (same formula, charge and spin) = 173.36 kJ/mol
calculated total energy = -346.95940 hartree

CARTESIAN COORDINATES (ANGSTROEM)
1 O -1.70083 2.00911 0.78589
2 O 1.52729 0.05887 -0.39157
3 C -2.17982 -0.47856 -0.38383
4 C 0.33203 -0.61300 -0.06747
5 C -0.80290 1.56996 0.10495
6 C -0.84286 0.22036 -0.58594
7 C 2.58143 -0.20494 0.49966
8 H -3.00116 0.14588 -0.74611
9 H -2.20865 -1.43597 -0.91505
10 H 0.13873 2.13738 -0.03381
11 H 2.31663 0.09286 1.52679
12 H 0.31442 -1.61846 -0.51864
13 H 2.86045 -1.26931 0.50661
14 H -0.64943 0.40159 -1.65385
15 H 0.23775 -0.73886 1.02463
16 H 3.43796 0.38696 0.16769
17 H -2.36104 -0.66387 0.68004